## P
The following is a quantum chemistry calculation of C2H7N3O as an isolated structure, from the OMol25 dataset.

The value obtained for the frontier orbital gap (alpha / beta) is 8.444 / 8.443 eV. For the LUMO energy (alpha / beta), the calculation gives 0.693 / 0.693 eV. The value obtained for the HOMO energy (alpha / beta) is -0.285 / -0.285 Eh.

Cartesian coordinates (Å):
C (1.68, 0.01, 0.11)
N (-0.22, 1.10, 1.13)
N (0.33, 0.62, -0.02)
C (-0.97, -0.40, -0.85)
N (-1.59, -1.04, 0.15)
O (-1.37, -0.47, -2.00)
H (-0.20, 2.12, 1.05)
H (0.01, 0.79, -1.23)
H (-1.18, -0.86, 1.08)
H (-2.49, -1.48, 0.08)
H (2.35, 0.77, 0.53)
H (2.04, -0.36, -0.85)
H (1.60, -0.81, 0.82)

## Q
The following is a quantum chemistry calculation of a single C2H7N3O molecule, from the OMol25 dataset.

The value obtained for the frontier orbital gap is 10.548 eV. For the LUMO energy, the calculation gives 0.902 eV. The value obtained for the HOMO energy is -0.354 Eh. Its structure (SMILES) is [H]/N=C(/N)[C@@H](N)O.

Cartesian coordinates (Å):
C (0.67, -0.53, 0.14)
C (-0.80, -0.13, 0.05)
N (1.14, 0.27, -1.04)
N (-1.07, 1.07, 0.68)
O (1.31, -0.11, 1.29)
N (-1.74, -0.86, -0.39)
H (0.66, 0.34, 1.86)
H (0.81, -1.62, 0.01)
H (2.16, 0.28, -1.08)
H (0.76, -0.09, -1.92)
H (-0.40, 1.80, 0.50)
H (-2.04, 1.35, 0.59)
H (-1.46, -1.79, -0.68)

## R
The following is a quantum chemistry calculation of C2H7N3O as an isolated structure, from the OMol25 dataset.

The value obtained for the frontier orbital gap is 9.051 eV. For the LUMO energy, the calculation gives 0.603 eV. The value obtained for the HOMO energy is -0.310 Eh.

Cartesian coordinates (Å):
N (-1.03, 1.86, -0.03)
O (-0.11, 1.14, 0.81)
H (0.82, 0.87, 0.30)
H (-1.49, 1.11, -0.57)
H (-1.73, 2.19, 0.63)
C (1.60, -0.57, -0.13)
C (-0.20, -0.71, 0.59)
N (1.65, -0.66, -1.40)
N (-1.09, -0.93, -0.27)
H (0.69, -0.52, -1.78)
H (-1.58, -1.82, -0.17)
H (2.52, -0.76, 0.45)
H (-0.06, -1.18, 1.57)

Of them, Q has the highest stability.

## P
The following is a quantum chemistry calculation of a single C3H6FN molecule, from the OMol25 dataset.

The value obtained for the frontier orbital gap is 10.358 eV. For the LUMO energy, the calculation gives 0.775 eV. The value obtained for the HOMO energy is -0.352 Eh. Its structure (SMILES) is CC(C)=NF.

Cartesian coordinates (Å):
C (0.27, 0.15, 0.04)
C (-0.69, 1.21, 0.00)
C (-0.15, -1.28, -0.09)
N (1.66, 0.56, 0.16)
F (2.52, -0.52, 0.20)
H (-0.51, 2.19, -0.61)
H (-1.62, 0.73, -0.32)
H (-0.92, 1.73, 0.96)
H (0.64, -1.76, 0.54)
H (-0.10, -1.51, -1.15)
H (-1.10, -1.50, 0.28)

## Q
The following is a quantum chemistry calculation of a 2-piece molecular cluster, C3H6FN overall, from the OMol25 dataset.

The value obtained for the frontier orbital gap is 8.792 eV. For the LUMO energy, the calculation gives 0.243 eV. The value obtained for the HOMO energy is -0.314 Eh.

Cartesian coordinates (Å):
C (0.48, 0.21, 0.23)
C (1.90, 0.35, 0.30)
C (-1.88, -0.19, -0.32)
N (-0.69, 0.31, 0.20)
F (0.53, -2.03, -1.00)
H (2.30, -0.69, 0.44)
H (2.17, 0.62, -0.67)
H (2.16, 1.32, 0.76)
H (-1.71, -1.26, -0.82)
H (-2.47, 0.46, -0.94)
H (-2.72, -0.45, 0.47)

Of them, P has the highest stability.